Below is 8 unconnected molecules or ions with the total composition C18H46BrN4O7 at a distorted geometry, with properties calculated with ωB97M-V/def2-TZVPD.

Bonds (Å) are listed after each position.
CARTESIAN COORDINATES (ANGSTROEM)
1 C 0.302 -4.097 -2.869  C2 1.193, H10 1.069
2 C -0.747 -3.531 -2.900  C1 1.193, N3 1.365
3 N -1.904 -2.877 -2.591  C2 1.365, N4 1.363, C7 1.344
4 N -1.930 -1.514 -2.547  N3 1.363, C5 1.334, H11 1.011
5 C -3.184 -1.210 -2.206  N4 1.334, N6 1.315, H12 1.082
6 N -3.937 -2.271 -2.017  C5 1.315, C7 1.361
7 C -3.130 -3.335 -2.283  N3 1.344, N6 1.361, N8 1.321
8 N -3.465 -4.612 -2.245  C7 1.321, Br9 1.851, H13 1.010
9 Br -5.200 -5.047 -1.768  N8 1.851
10 H 1.250 -4.566 -2.718  C1 1.069
11 H -1.128 -0.930 -2.738  N4 1.011
12 H -3.526 -0.190 -2.087  C5 1.082
13 H -2.788 -5.324 -2.477  N8 1.010
14 C 0.456 0.070 0.678  C15 1.514, H17 1.089, H18 1.088, H19 1.096
15 C 1.202 -1.127 0.126  C14 1.514, O16 1.433, H20 1.088, H21 1.097
16 O 0.374 -2.297 0.134  C15 1.433, H22 0.960
17 H 0.124 -0.125 1.696  C14 1.089
18 H 1.085 0.956 0.682  C14 1.088
19 H -0.438 0.276 0.077  C14 1.096
20 H 2.079 -1.345 0.733  C15 1.088
21 H 1.534 -0.933 -0.901  C15 1.097
22 H -0.396 -2.106 -0.406  O16 0.960
23 C -4.679 2.247 1.323  C24 1.512, H26 1.092, H27 1.089, H28 1.090
24 C -4.321 1.635 -0.012  C23 1.512, O25 1.438, H29 1.090, H30 1.095
25 O -2.957 1.178 -0.023  C24 1.438, H31 0.963
26 H -4.013 3.084 1.543  C23 1.092
27 H -5.708 2.604 1.324  C23 1.089
28 H -4.566 1.521 2.128  C23 1.090
29 H -4.416 2.370 -0.810  C24 1.090
30 H -4.984 0.793 -0.235  C24 1.095
31 H -2.866 0.525 0.680  O25 0.963
32 C 0.711 3.309 4.582  C33 1.514, H35 1.091, H36 1.092, H37 1.091
33 C 0.416 2.226 3.565  C32 1.514, O34 1.427, H38 1.091, H39 1.096
34 O 1.616 1.780 2.936  C33 1.427, H40 0.963
35 H 1.208 4.154 4.103  C32 1.091
36 H -0.205 3.664 5.059  C32 1.092
37 H 1.384 2.930 5.353  C32 1.091
38 H -0.239 2.602 2.778  C33 1.091
39 H -0.077 1.373 4.045  C33 1.096
40 H 2.197 1.444 3.626  O34 0.963
41 C 5.407 4.365 6.061  C42 1.517, H44 1.091, H45 1.091, H46 1.093
42 C 4.085 3.858 6.606  C41 1.517, O43 1.428, H47 1.089, H48 1.094
43 O 3.759 2.578 6.063  C42 1.428, H49 0.962
44 H 5.368 4.435 4.974  C41 1.091
45 H 5.646 5.349 6.468  C41 1.091
46 H 6.218 3.679 6.314  C41 1.093
47 H 3.275 4.534 6.336  C42 1.089
48 H 4.121 3.784 7.697  C42 1.094
49 H 4.464 1.969 6.307  O43 0.962
50 C 3.732 0.321 -2.677  C51 1.518, H53 1.090, H54 1.093, H55 1.093
51 C 4.140 -1.100 -3.023  C50 1.518, O52 1.422, H56 1.091, H57 1.098
52 O 5.545 -1.272 -2.877  C51 1.422, H58 0.962
53 H 4.252 1.033 -3.316  C50 1.090
54 H 2.654 0.459 -2.799  C50 1.093
55 H 3.999 0.558 -1.644  C50 1.093
56 H 3.890 -1.325 -4.060  C51 1.091
57 H 3.622 -1.821 -2.377  C51 1.098
58 H 5.766 -1.079 -1.961  O52 0.962
59 C -8.026 -1.387 3.043  C60 1.516, H62 1.090, H63 1.091, H64 1.093
60 C -7.861 -0.556 1.786  C59 1.516, O61 1.430, H65 1.089, H66 1.095
61 O -6.509 -0.117 1.629  C60 1.430, H67 0.962
62 H -7.730 -0.812 3.921  C59 1.090
63 H -9.060 -1.709 3.167  C59 1.091
64 H -7.388 -2.275 3.007  C59 1.093
65 H -8.482 0.337 1.833  C60 1.089
66 H -8.154 -1.131 0.902  C60 1.095
67 H -5.955 -0.902 1.576  O61 0.962
68 C 4.052 -1.744 -7.601  C69 1.518, H71 1.091, H72 1.091, H73 1.094
69 C 5.570 -1.731 -7.623  C68 1.518, O70 1.423, H74 1.089, H75 1.095
70 O 6.096 -1.082 -6.470  C69 1.423, H76 0.963
71 H 3.665 -0.725 -7.552  C68 1.091
72 H 3.650 -2.231 -8.492  C68 1.091
73 H 3.684 -2.276 -6.719  C68 1.094
74 H 5.934 -1.186 -8.492  C69 1.089
75 H 5.961 -2.753 -7.669  C69 1.095
76 H 5.788 -1.564 -5.696  O70 0.963

Output
* LUMO: -3.72 eV
* electronic energy: -4032.6921 a.u.
* total charge: +1
* gap between HOMO and LUMO: 7.92 eV

Below is a single C5H13N3 molecule at a distorted geometry, with properties calculated with ωB97M-V/def2-TZVPD.

Bonds (Å) are listed after each position.
CARTESIAN COORDINATES (ANGSTROEM)
1 C 0.857 -0.968 0.014  C2 1.562, C5 1.583, N6 1.241
2 C 2.339 -0.528 0.245  C1 1.562, H9 1.034, H10 1.130, H11 1.102
3 C 0.174 0.987 -1.348  C5 1.516, H12 1.091, H13 1.073, H14 1.023
4 C -0.298 1.092 1.048  C5 1.506, H15 1.077, H16 1.134, H17 1.105
5 C -0.235 0.168 -0.140  C1 1.583, C3 1.516, C4 1.506, N8 1.441
6 N 0.741 -2.180 -0.225  C1 1.241, H18 1.032
7 N -2.189 -0.873 0.636  N8 1.400, H19 1.022, H20 1.012
8 N -1.464 -0.492 -0.499  C5 1.441, N7 1.400, H21 1.015
9 H 2.495 0.165 0.996  C2 1.034
10 H 3.048 -1.398 0.372  C2 1.130
11 H 2.477 -0.315 -0.828  C2 1.102
12 H -0.495 1.808 -1.612  C3 1.091
13 H 1.084 1.477 -1.060  C3 1.073
14 H 0.249 0.354 -2.148  C3 1.023
15 H -0.798 2.024 0.848  C4 1.077
16 H 0.580 1.520 1.624  C4 1.134
17 H -0.883 0.891 1.964  C4 1.105
18 H -0.200 -2.543 -0.441  N6 1.032
19 H -2.479 -0.049 1.167  N7 1.022
20 H -3.067 -1.342 0.455  N7 1.012
21 H -1.938 0.203 -1.067  N8 1.015

Output
* LUMO: 0.83 eV
* ΔE to the lowest compared entry with this formula, charge and spin: 266.7 kJ/mol
* electronic energy: -362.4807 a.u.
* SMILES string: [H]/N=C(/C)C(C)(C)NN
* total charge: 0
* gap between HOMO and LUMO: 9.68 eV